Model one:
17
Properties=species:S:1:pos:R:3:nbo_charge:R:1 method="wB97M-V/def2-TZVPD" smiles=NCCNCN charge=0 homo_lumo_gap_ev=9.9
C -0.54 0.68 -1.08 -0.25
N 0.07 -0.65 -0.99 -0.63
C 0.10 -1.36 0.36 -0.06
N 0.79 -2.63 0.31 -0.85
C 0.03 1.70 -0.15 -0.25
N -0.67 1.72 1.28 -0.88
H -1.53 0.52 -0.93 0.21
H -0.45 0.99 -2.17 0.21
H 1.05 -0.68 -1.38 0.34
H -1.02 -1.35 0.45 0.18
H 0.34 -0.84 1.29 0.14
H 1.42 -2.80 -0.42 0.37
H 0.12 -3.41 0.32 0.37
H 1.06 1.67 0.06 0.18
H -0.07 2.80 -0.35 0.20
H -0.61 2.72 1.74 0.38
H -0.10 0.92 1.64 0.36

Model two:
17
Properties=species:S:1:pos:R:3:nbo_charge:R:1 method="wB97M-V/def2-TZVPD" smiles="[H]/N=C/N.CCN" charge=0 homo_lumo_gap_ev=9.2
C -0.32 1.61 2.16 -0.62
C -1.34 0.50 2.02 -0.20
N -1.10 -0.46 0.95 -0.92
H -0.38 2.18 3.09 0.21
H -0.41 2.30 1.32 0.21
H 0.68 1.17 2.09 0.20
H -2.37 0.88 1.97 0.18
H -1.43 -0.13 2.91 0.19
H -0.83 -0.60 0.00 0.41
H -0.67 -1.24 1.43 0.34
N 1.22 -1.03 -3.62 -0.81
C 1.24 -0.85 -2.26 0.28
N 0.53 -0.06 -1.56 -0.72
H 1.81 -1.77 -3.97 0.38
H 0.30 -1.14 -4.05 0.39
H 2.08 -1.37 -1.79 0.13
H 1.00 0.01 -0.67 0.35

Each structure's energy above the most stable one, in hartree: model one 0.0370; model two 0.0000.

Model one:
17
Properties=species:S:1:pos:R:3:nbo_charge:R:1 method="wB97M-V/def2-TZVPD" smiles="[H]/N=C/N.CCN" charge=0 homo_lumo_gap_ev=10.4
C 0.66 -1.37 -2.52 -0.63
C 0.17 -0.57 -1.32 -0.22
N 1.17 0.45 -0.91 -0.85
H 0.17 -2.31 -2.79 0.22
H 0.59 -0.72 -3.40 0.20
H 1.72 -1.60 -2.39 0.20
H -0.72 0.01 -1.57 0.19
H -0.13 -1.17 -0.45 0.19
H 1.76 0.18 -0.14 0.35
H 1.79 0.60 -1.70 0.35
N -1.17 1.55 1.54 -0.81
C -1.02 0.56 2.49 0.27
N -1.60 0.59 3.62 -0.70
H -0.29 1.82 1.12 0.39
H -1.56 2.39 1.97 0.38
H -0.22 -0.15 2.32 0.14
H -1.33 -0.24 4.14 0.33

Model two:
17
Properties=species:S:1:pos:R:3:nbo_charge:R:1 method="wB97M-V/def2-TZVPD" smiles="C=CN.NCN" charge=0 homo_lumo_gap_ev=9.0
C -0.46 3.22 -0.63 -0.55
C 0.36 3.36 -1.67 0.02
N 1.06 2.33 -2.25 -0.82
H -0.86 2.28 -0.31 0.20
H -0.76 4.17 -0.20 0.20
H 0.52 4.38 -2.02 0.19
H 1.07 1.50 -1.69 0.37
H 1.92 2.48 -2.75 0.38
N 0.03 -3.15 2.41 -0.82
C -0.11 -2.08 1.40 -0.05
N -0.83 -2.46 0.19 -0.85
H -0.83 -3.16 2.95 0.35
H -0.05 -4.05 1.93 0.34
H -0.66 -1.28 1.91 0.17
H 0.89 -1.72 1.17 0.16
H -0.25 -2.39 -0.64 0.36
H -1.05 -3.45 0.21 0.35

Model three:
17
Properties=species:S:1:pos:R:3:nbo_charge:R:1 method="wB97M-V/def2-TZVPD" smiles=NCC(N)CN charge=0 homo_lumo_gap_ev=9.9
C 0.39 -0.30 1.47 -0.24
C -0.14 -0.52 0.06 -0.07
C 0.69 0.12 -1.06 -0.22
H 0.98 1.65 1.46 0.35
H 0.40 1.22 2.93 0.36
H 1.39 -0.69 1.63 0.18
H -0.16 -0.98 2.09 0.19
H -0.05 -1.63 -0.09 0.18
H -2.13 -0.80 0.40 0.35
H -1.73 0.77 0.30 0.37
H 0.60 1.18 -0.92 0.18
H 1.72 -0.18 -0.83 0.18
H 0.56 -1.24 -2.68 0.35
H -0.62 -0.10 -2.46 0.37
N 0.21 1.12 1.93 -0.85
N -1.53 -0.14 -0.17 -0.85
N 0.38 -0.25 -2.42 -0.83

Each structure's energy above the most stable one, in hartree: model one 0.0065; model two 0.0341; model three 0.0000.

Model one:
8
Properties=species:S:1:pos:R:3:nbo_charge:R:1 method="wB97M-V/def2-TZVPD" smiles="O=[N+]([O-])CO" charge=0 homo_lumo_gap_ev=11.3
C -0.39 -0.38 -0.13 0.02
N 1.13 0.01 -0.07 0.55
O 1.42 1.12 -0.28 -0.36
O 1.77 -0.91 0.30 -0.36
O -1.09 0.49 0.76 -0.73
H -0.87 -0.26 -1.15 0.18
H -0.51 -1.40 0.07 0.20
H -1.46 1.34 0.50 0.50

Model two:
8
Properties=species:S:1:pos:R:3:nbo_charge:R:1 method="wB97M-V/def2-TZVPD" charge=0 homo_lumo_gap_ev="7.4 / 7.4"
C -0.15 0.50 0.42 0.02
N 0.89 0.35 1.35 0.42
O 0.87 -0.35 2.35 -0.31
O 1.83 1.08 1.10 -0.34
O 0.26 -1.68 -0.77 -0.72
H -1.24 0.11 0.36 0.27
H 0.18 1.12 -0.40 0.23
H -0.20 -1.34 -1.53 0.43

Each structure's energy above the most stable one, in hartree: model one 0.0000; model two 0.1632.